Record 1
11
Properties=species:S:1:pos:R:3:mulliken_charge:R:1 method="wB97M-V/def2-TZVPD" energy_ha=-914.1284 homo_ev=-8.76 gap_ev=8.221 total_charge=0 relative_energy_kcal_mol=92.4
C -0.45369 -0.56910 0.20557 -0.103
C 0.27916 -0.79068 -1.13594 -0.722
C 0.96714 -0.20419 0.14283 -0.122
H -1.24518 1.28173 1.13030 -0.049
H -0.91007 -1.46713 0.89616 0.300
H -0.02160 -0.15626 -1.89386 0.390
H 0.29198 -1.91606 -1.33711 0.219
H 1.57561 -0.78579 0.90367 0.293
H -0.11096 2.41029 0.86633 0.149
S -1.80888 0.57613 0.12691 -0.158
S 1.43649 1.62105 0.09514 -0.197

---

Record 2
131
Properties=species:S:1:pos:R:3:mulliken_charge:R:1 method="wB97M-V/def2-TZVPD" energy_ha=-8937.4406 homo_ev=-12.75 gap_ev=8.264 total_charge=+2 relative_energy_kcal_mol=19.0
Ir -0.05003 -0.58256 0.54530 1.828
O 1.14455 1.04521 1.29965 -0.564
S 1.92838 2.25649 1.72198 0.007
C 0.76929 3.65905 1.79028 0.769
C -0.21876 3.77787 2.94943 -1.783
C -1.28183 2.66812 2.97035 0.479
C -2.41103 2.97090 1.97700 -0.712
S -2.97228 1.51200 1.07432 0.535
O -1.63511 0.90321 0.69353 -0.906
C -3.70667 0.55600 2.37570 0.651
C -3.00288 -0.46082 2.99829 0.090
C -3.62214 -1.17079 4.01839 -0.956
C -4.92232 -0.86435 4.39475 -0.611
C -5.62139 0.14738 3.74754 -0.800
C -5.01685 0.86107 2.72529 -0.781
C 2.32926 2.16924 3.44760 1.541
C 3.41245 2.95187 3.82807 -0.931
C 3.77249 3.00336 5.16678 -0.811
C 3.06853 2.25677 6.10061 -0.648
C 1.99944 1.46314 5.70299 -1.021
C 1.61844 1.41806 4.37094 0.107
H 0.26749 3.59909 0.82537 -1.267
H 1.44130 4.52087 1.75236 0.932
H -0.70261 4.75322 2.84610 0.634
H 0.32170 3.80866 3.89557 0.331
H -1.68778 2.52649 3.97111 0.705
H -0.80837 1.73000 2.67860 -0.697
H -2.07430 3.62142 1.16528 0.207
H -3.28945 3.43180 2.43264 0.731
H -2.00092 -0.70682 2.67984 0.051
H -3.08435 -1.96369 4.52290 0.502
H -5.39800 -1.41956 5.19227 0.428
H -6.64038 0.37314 4.03148 0.451
H -5.56211 1.64230 2.20703 0.500
H 3.96970 3.51873 3.09018 0.464
H 4.61044 3.61421 5.47560 0.465
H 3.35591 2.29150 7.14357 0.427
H 1.45430 0.88333 6.43705 0.485
H 0.78668 0.80730 4.05288 0.257
Se 0.45208 -1.66203 2.66719 -0.274
P 2.41855 -2.14109 1.84690 -0.287
Se 1.98796 -1.56337 -0.21825 -0.381
C 2.84452 -3.87585 2.04487 1.463
C 3.24384 -4.63983 0.95342 -0.589
C 3.55322 -5.98224 1.12669 -0.719
C 3.45595 -6.56050 2.38269 -0.592
C 3.05173 -5.80028 3.47452 -0.769
C 2.74498 -4.46113 3.30837 -0.325
C 3.73183 -1.16528 2.59545 1.191
C 4.61534 -0.43832 1.80500 -0.477
C 5.63578 0.29103 2.40192 -0.758
C 5.76872 0.29647 3.78074 -0.613
C 4.87774 -0.41822 4.57397 -0.765
C 3.85750 -1.14241 3.98583 -0.406
H 3.31671 -4.19402 -0.03154 0.440
H 3.87073 -6.57435 0.27869 0.460
H 3.69590 -7.60727 2.51507 0.430
H 2.97766 -6.25311 4.45417 0.439
H 2.41691 -3.88282 4.16426 0.296
H 4.51412 -0.44111 0.72663 0.387
H 6.32831 0.84903 1.78531 0.478
H 6.56775 0.86142 4.24374 0.464
H 4.97939 -0.40797 5.65102 0.449
H 3.15528 -1.67686 4.61488 0.312
C -1.24474 -3.56329 -2.04629 -0.293
P -1.53378 -3.47550 -0.29345 1.316
C -0.47632 -4.70036 0.45699 -1.003
C -3.22759 -3.94036 0.00717 -1.395
O -1.35593 -2.08583 0.31591 -0.488
H -1.29056 -4.59964 -2.38413 0.669
H -0.26358 -3.14121 -2.25642 -0.384
H -2.00172 -2.97719 -2.56636 0.202
H -0.74435 -5.69282 0.08967 0.551
H -0.58410 -4.66807 1.54109 0.298
H 0.56443 -4.49165 0.20499 0.055
H -3.43273 -4.91938 -0.42803 0.445
H -3.89116 -3.19756 -0.43628 0.274
H -3.41116 -3.97800 1.08124 0.356
O -0.35566 -0.40491 -1.65446 0.554
P -0.75516 0.42847 -2.88590 -0.437
C -2.41334 -0.11104 -3.39940 -0.458
C -3.42317 -0.05047 -2.22329 1.139
C -4.45792 1.05151 -2.43369 -0.675
C -5.28672 0.79459 -3.69874 -0.856
C -4.44093 0.18098 -4.82866 -1.037
C -2.97057 0.55841 -4.67119 -0.789
C -0.78917 2.22891 -2.60175 1.691
C 0.35889 2.73316 -1.71457 -0.046
C 0.17307 4.22643 -1.42116 -0.197
C -0.05166 5.08076 -2.68637 -0.943
C 0.07999 4.24357 -3.94887 -1.027
C -0.89346 3.06832 -3.91922 -1.417
C 0.36407 0.07524 -4.27597 0.078
C 0.40688 -1.42041 -4.68169 -1.355
C 1.55566 -2.14768 -3.98789 0.301
C 2.90853 -1.61041 -4.47522 -0.947
C 2.81866 -0.12471 -4.84888 -1.146
C 1.79143 0.60132 -3.98588 0.011
H -2.25210 -1.16268 -3.65217 0.510
H -2.89388 0.06075 -1.27660 -0.835
H -3.94809 -1.00931 -2.15950 0.300
H -3.95034 2.01978 -2.49995 0.033
H -5.11819 1.11527 -1.56687 0.523
H -5.73748 1.73025 -4.03312 0.381
H -6.11431 0.12455 -3.45840 0.354
H -4.81202 0.50584 -5.80020 0.470
H -4.52491 -0.90996 -4.81825 0.340
H -2.89013 1.64333 -4.61557 0.109
H -2.39456 0.24168 -5.54324 0.502
H -1.71194 2.36260 -2.02224 -0.076
H 1.32038 2.56838 -2.19872 0.325
H 0.38097 2.17438 -0.77807 -0.996
H 1.04755 4.58992 -0.87781 0.528
H -0.68526 4.33886 -0.75020 -0.348
H 0.65030 5.91371 -2.71469 0.423
H -1.04972 5.52523 -2.66409 0.413
H 1.10656 3.88521 -4.06207 0.239
H -0.12783 4.85405 -4.82844 0.550
H -0.73778 2.45663 -4.80523 0.438
H -1.90824 3.46328 -4.00306 0.506
H -0.05275 0.63401 -5.11627 0.867
H 0.56228 -1.47189 -5.76165 0.571
H -0.54749 -1.91720 -4.49951 0.573
H 1.48791 -3.22286 -4.16433 0.684
H 1.46675 -1.99617 -2.91019 -0.798
H 3.24586 -2.17972 -5.34285 0.346
H 3.66132 -1.75641 -3.69693 0.322
H 2.53222 -0.01916 -5.89888 0.359
H 3.79263 0.35533 -4.75122 0.476
H 1.83333 1.67473 -4.17456 -0.047
H 2.03954 0.45337 -2.92862 -0.034

---

Record 3
87
Properties=species:S:1:pos:R:3:mulliken_charge:R:1 method="wB97M-V/def2-TZVPD" energy_ha=-4816.3100 homo_ev="-10.46 / -10.48" gap_ev="6.580 / 6.647" total_charge=+1 relative_energy_kcal_mol=48.4 multiplicity=2
Os 0.99813 -2.43864 -1.04974 1.671
N 3.26917 3.57985 4.54973 -0.462
C 3.18992 2.45487 3.77898 1.095
C 2.21261 1.48296 4.03396 -0.949
C 2.13742 0.34974 3.25414 -0.103
C 3.02790 0.17183 2.19852 -0.377
C 4.00402 1.12972 1.93174 -0.448
C 4.07735 2.26271 2.70834 -0.913
S 3.03472 -1.34098 1.34128 1.291
O 4.36788 -1.63554 0.91200 -0.764
O 2.24268 -2.29164 2.06488 -0.684
N 2.12756 -1.12942 -0.06718 -0.154
C 2.59252 -0.47178 -1.18144 0.489
N 2.07617 -1.13226 -2.26531 -0.036
C 2.32413 -0.66294 -3.48587 -0.074
C 3.10858 0.46090 -3.63098 -0.924
C 3.60336 1.04668 -2.46734 -0.421
N 3.35072 0.59965 -1.23804 -0.272
H 2.75326 3.63167 5.40928 0.201
H 4.06388 4.18691 4.46374 0.216
H 1.52829 1.61243 4.86326 0.354
H 1.41019 -0.41792 3.47858 0.524
H 4.70986 0.96990 1.12985 0.465
H 4.84152 3.00389 2.50997 0.358
H 1.89480 -1.19942 -4.32276 0.508
H 3.33888 0.86490 -4.60404 0.456
H 4.23255 1.92706 -2.52968 0.493
C -6.17634 3.72586 -0.66513 -0.465
C -4.99360 4.44869 -0.70586 -0.704
C -3.78523 3.81555 -0.44877 -0.373
C -3.75018 2.45735 -0.14409 0.103
C -4.94612 1.73976 -0.10372 -0.131
C -6.15318 2.37041 -0.36403 -0.756
Ge -2.05692 1.56448 0.14772 1.500
C -0.51832 2.74029 0.06888 0.117
C -0.03595 3.23914 -1.14113 -0.269
C 1.06808 4.07888 -1.16666 -0.823
C 1.69848 4.43250 0.01871 -0.619
C 1.22628 3.94373 1.22780 -0.552
C 0.12752 3.09560 1.25162 -0.387
C -2.05850 0.45140 1.73255 0.046
C -1.06773 -0.50588 1.93861 0.437
C -1.07795 -1.29920 3.07483 -0.576
C -2.07159 -1.12975 4.02976 -0.968
C -3.05506 -0.16734 3.84421 -0.709
C -3.05151 0.61557 2.69778 -0.927
H -7.11869 4.21832 -0.86561 0.395
H -5.01136 5.50547 -0.93741 0.415
H -2.86518 4.38842 -0.48175 0.316
H -4.94181 0.68149 0.13508 0.441
H -7.07614 1.80648 -0.33026 0.409
H -0.52894 2.98396 -2.07317 0.451
H 1.42908 4.46729 -2.11076 0.471
H 2.55545 5.09356 -0.00068 0.425
H 1.71456 4.22147 2.15276 0.478
H -0.22469 2.70831 2.20136 0.431
H -0.27495 -0.63820 1.21009 0.226
H -0.30523 -2.04521 3.21707 0.671
H -2.07771 -1.74465 4.92039 0.427
H -3.82653 -0.02764 4.58998 0.432
H -3.83020 1.35631 2.55859 0.469
C -1.30782 -2.27599 -4.04138 -1.035
C -1.30091 -3.33236 -2.95854 -0.262
O 0.04564 -3.68405 -2.54139 -0.309
C 0.74529 -4.53844 -3.48486 -0.260
C 2.02633 -5.09704 -2.92155 -1.270
H -2.33998 -2.05388 -4.31426 0.413
H -0.79882 -2.61642 -4.94345 0.433
H -0.85373 -1.34997 -3.69546 0.000
H -1.78213 -4.25150 -3.29754 0.510
H -1.80587 -2.99213 -2.05650 0.235
H 0.93874 -3.95523 -4.38896 0.302
H 0.05327 -5.34143 -3.74622 0.400
H 2.74972 -4.31521 -2.68464 0.288
H 2.46877 -5.74029 -3.68329 0.461
H 1.85074 -5.69011 -2.02932 0.254
C -0.36572 -5.21656 1.38693 -1.348
C 0.14753 -4.17664 0.47183 0.853
O -0.47371 -3.09336 0.21736 -0.695
O 1.26038 -4.24444 -0.13380 -0.829
H -1.40249 -5.44101 1.14212 0.354
H -0.33984 -4.81624 2.40147 0.280
H 0.25131 -6.10866 1.33213 0.411
F -2.65974 -0.69234 -1.52388 -0.250
C -1.85867 0.39679 -1.49230 0.224
F -2.12842 1.09709 -2.61495 -0.286
F -0.57778 -0.07809 -1.66416 0.185

---

Record 4
17
Properties=species:S:1:pos:R:3:mulliken_charge:R:1 method="wB97M-V/def2-TZVPD" energy_ha=-305.4255 homo_ev=-14.95 gap_ev=11.368 total_charge=+1 relative_energy_kcal_mol=17.1
C 0.85788 -2.60093 0.14723 -1.076
C 0.37404 -1.33636 0.84243 -0.538
N 0.13862 -0.21055 -0.09758 -0.121
C 0.92601 0.83719 -0.17014 0.129
N 0.47409 2.02892 -0.52613 -0.269
H 1.75000 -2.36778 -0.42872 0.330
H 0.99811 -3.39336 0.86605 0.354
H 0.06359 -2.94611 -0.51199 0.315
H -0.56064 -1.53710 1.35040 0.329
H 1.04550 -0.94554 1.60621 0.430
H -0.82621 0.05516 -0.28577 0.257
H 1.98329 0.68476 0.02301 0.380
H -0.50406 2.23083 -0.27431 0.269
H 1.04766 2.62979 -1.09508 0.242
H -2.88763 2.01429 -1.16004 0.312
H -2.62807 2.76589 0.14990 0.324
O -2.25219 2.09091 -0.43546 -0.668